Molecular formula: C19H35FN5O2
Method: DFT, wB97M-V/def2-TZVPD

Structure (XYZ):
```
62
Properties=species:S:1:pos:R:3:mulliken_charge:R:1
C 6.608 -2.962 1.047 -1.244
C 5.569 -3.328 -0.008 -0.645
C 4.627 -2.168 -0.407 -0.184
C 3.906 -1.654 0.837 -0.811
C 2.774 -0.614 0.592 -0.649
C 2.281 -0.507 -0.865 -1.310
N 1.058 0.307 -0.911 0.762
N 1.222 1.712 -1.107 -1.208
C 1.146 2.085 -2.344 1.030
C 1.988 1.558 -3.488 -1.252
C 0.178 3.176 -2.666 -1.165
C -0.194 -0.098 -0.771 0.820
N -1.234 0.737 -0.780 -0.492
C -2.327 0.000 -0.576 -0.233
C -3.707 0.556 -0.508 0.977
C -4.090 0.676 1.001 -1.576
C -3.787 1.939 -1.187 -0.633
C -4.931 2.828 -0.650 -1.384
N -1.968 -1.275 -0.458 0.240
C -2.959 -2.319 -0.207 -1.386
C -3.466 -2.897 -1.532 -0.176
O -4.445 -3.861 -1.273 -0.500
N -0.612 -1.397 -0.601 0.335
C 0.040 -2.677 -0.556 -0.794
C 0.688 -3.013 0.785 0.586
O 1.573 -3.816 0.927 -0.482
F 0.118 -2.348 1.807 -0.226
H 6.146 -2.718 2.001 0.333
H 7.308 -2.190 0.729 0.298
H 7.210 -3.851 1.251 0.401
H 6.012 -3.788 -0.892 0.427
H 4.916 -4.095 0.421 0.268
H 5.179 -1.389 -0.939 0.296
H 3.944 -2.617 -1.136 0.212
H 4.660 -1.142 1.436 0.333
H 3.553 -2.464 1.473 0.377
H 1.959 -0.777 1.298 0.225
H 3.173 0.371 0.838 0.562
H 2.217 -1.458 -1.387 0.340
H 3.038 0.068 -1.387 0.454
H 1.701 0.571 -3.856 0.257
H 3.032 1.592 -3.184 0.333
H 1.898 2.238 -4.332 0.426
H 0.395 3.687 -3.600 0.411
H 0.034 3.854 -1.827 0.363
H -0.774 2.648 -2.793 0.169
H -4.403 -0.171 -0.929 0.350
H -5.170 0.745 1.093 0.426
H -3.678 1.588 1.427 0.365
H -3.722 -0.170 1.579 0.403
H -2.854 2.445 -0.943 0.291
H -3.910 1.840 -2.265 0.385
H -4.597 3.259 0.292 0.344
H -5.129 3.669 -1.308 0.417
H -5.825 2.232 -0.476 0.311
H -3.757 -1.998 0.451 0.449
H -2.455 -3.130 0.325 0.554
H -2.593 -3.299 -2.067 0.275
H -3.838 -2.052 -2.125 0.333
H -4.834 -4.085 -2.124 0.352
H 0.742 -2.836 -1.366 0.381
H -0.705 -3.464 -0.689 0.484
```

The charge is +1. Its spin multiplicity is 1. For the molar mass, the calculation gives 384.5 g mol⁻¹. The value obtained for the frontier orbital gap is 9.14 eV. The SMILES is CCCCCCN(N=C(C)C)c1nc([C@@H](C)CC)n(CCO)[n+]1CC(=O)F. The value obtained for the total energy is -34525.0110 eV. The LUMO energy comes out at -2.5699 eV.